1.
Formula: C20H23N3O4
Source: the OMol25 dataset
Level of theory: wB97M-V/def2-TZVPD

Atoms and positions in Å:
O (0.19555, 4.38709, 0.90123)
C (-0.20109, 3.17894, 0.97072)
N (0.73153, 2.15593, 1.01083)
H (0.44803, 1.31823, 1.03889)
C (2.02018, 2.70924, 1.06104)
H (2.40892, 3.58635, 1.64728)
H (2.82730, 1.82667, 1.75882)
C (2.66034, 2.76883, -0.51916)
C (2.40940, 1.51502, -1.26255)
C (1.26565, 1.29415, -1.88166)
C (1.08009, 0.00264, -2.76555)
C (2.12366, -0.87870, -2.80603)
C (2.58622, -0.91412, -1.24975)
C (3.46478, 0.25234, -1.05852)
H (3.74013, 0.40683, -0.07709)
H (4.34917, 0.49838, -1.59496)
H (3.43436, -1.80333, -1.14190)
H (2.07090, -1.21870, -0.43224)
H (2.74977, -0.76550, -3.54619)
H (1.79214, -2.00238, -2.90210)
H (0.58326, 0.37366, -3.70399)
H (0.27235, -0.40244, -2.08679)
H (0.71865, 2.05641, -2.04274)
H (3.94575, 2.85418, -0.33314)
H (2.14489, 3.59354, -1.16993)
C (-1.61457, 2.77137, 0.98131)
H (-2.07008, 2.87596, 0.12493)
H (-2.08516, 3.49078, 1.45516)
O (-1.63763, 1.55944, 1.64116)
C (-1.60541, 1.36594, 2.93559)
O (-1.47386, 2.28180, 3.52193)
C (-1.65592, 0.03111, 3.20541)
N (-2.01790, -0.99829, 2.20543)
C (-3.39067, -1.29091, 2.24713)
N (-3.83745, -2.07264, 1.32062)
C (-2.89510, -2.70414, 0.14450)
C (-3.62237, -3.36920, -0.82949)
C (-2.52137, -4.03326, -1.54192)
C (-1.29498, -3.55797, -1.76411)
C (-0.62477, -2.70746, -0.82127)
C (-1.63855, -2.29846, 0.38436)
C (-0.85377, -1.30271, 1.32207)
O (0.05976, -0.71048, 1.28099)
H (0.19550, -2.33916, -0.67159)
H (-0.64634, -3.84758, -2.61455)
H (-3.22322, -4.65168, -2.42176)
H (-4.63495, -3.73777, -0.54590)
H (-4.10628, -1.09291, 3.10293)
H (-2.22651, -0.20398, 4.02939)
H (-0.40034, -0.25103, 3.49317)

## Properties
Charge: 0

Atomic partial charges in e from the natural (NBO) method, atoms 1 to 4: number 1, O, carries -0.63; number 2, C, carries 0.66; number 3, N, carries -0.63; number 4, H, carries 0.41

2.
Formula: C20H23N3O4
Source: the OMol25 dataset
Level of theory: wB97M-V/def2-TZVPD

Atoms and positions in Å:
N (-5.15812, -1.48669, -0.08890)
C (-4.56555, -0.16929, -0.20260)
C (-3.23236, -0.11074, -0.99714)
C (-2.15895, -0.93536, -0.35882)
C (-1.71354, -2.16486, -0.75243)
N (-0.73809, -2.61607, 0.11043)
C (-0.53453, -1.67227, 1.09168)
C (0.34625, -1.66787, 2.17800)
C (0.32902, -0.56218, 3.00751)
C (-0.54107, 0.51992, 2.76744)
C (-1.40887, 0.50997, 1.69161)
C (-1.41431, -0.60083, 0.83227)
C (-5.55453, 0.73584, -0.90389)
O (-6.36876, 0.37124, -1.71854)
O (-5.38420, 2.03023, -0.57477)
H (-5.57636, -1.73743, -0.98145)
H (-4.43183, -2.16389, 0.12445)
H (-4.38467, 0.23397, 0.80129)
H (-2.90628, 0.93553, -1.07531)
H (-3.42636, -0.46738, -2.01705)
H (-2.00932, -2.76061, -1.60639)
H (-0.23925, -3.48586, 0.02241)
H (1.01940, -2.50109, 2.36368)
H (1.00045, -0.52522, 3.86085)
H (-0.52649, 1.37177, 3.44224)
H (-2.07652, 1.35103, 1.51103)
H (-6.01823, 2.53172, -1.11463)
N (1.77339, -1.08913, 0.12294)
C (2.85387, -1.00929, -0.84303)
C (3.90816, 0.02001, -0.40000)
C (3.32654, 1.41268, -0.32250)
C (2.67897, 1.85706, 0.83307)
C (2.11412, 3.12810, 0.88673)
C (2.18914, 3.97499, -0.21604)
C (2.83112, 3.54192, -1.37212)
C (3.39421, 2.27046, -1.42262)
C (3.44291, -2.39870, -1.00760)
O (2.90214, -3.42260, -0.66231)
O (4.63058, -2.38899, -1.64109)
H (1.27651, -1.96467, 0.00419)
H (1.12342, -0.32324, -0.01515)
H (2.51993, -0.72494, -1.85862)
H (4.28604, -0.28750, 0.58106)
H (4.74480, 0.00275, -1.10526)
H (2.61438, 1.19255, 1.69172)
H (1.61636, 3.45904, 1.79531)
H (1.75175, 4.96861, -0.17090)
H (2.89971, 4.19700, -2.23564)
H (3.90179, 1.93922, -2.32631)
H (4.89324, -3.31894, -1.72879)

## Properties
SMILES: N[C@@H](Cc1c[nH]c2ccccc12)C(=O)O.N[C@@H](Cc1ccccc1)C(=O)O
Charge: 0

Atomic partial charges in e from the natural (NBO) method, atoms 1 to 4: number 1, N, carries -0.82; number 2, C, carries -0.15; number 3, C, carries -0.43; number 4, C, carries -0.12

Tell me which of them is the least stable. Sure, it is 1.

1.
Formula: C2H4N2
Source: the OMol25 dataset
Level of theory: wB97M-V/def2-TZVPD

Atoms and positions in Å:
C (0.82925, -0.28779, -0.58329)
C (0.20370, -0.11138, 0.60727)
N (-0.40841, 0.19326, -1.16645)
N (-0.88729, 0.56336, 0.08524)
H (1.70769, -0.69752, -0.92994)
H (0.25453, -0.56402, 2.44517)
H (-0.51069, 0.98709, -1.77561)
H (-1.78474, 0.07836, 0.09239)

## Properties
<S²>: 2.01
Multiplicity: 3
Charge: 0

Atomic partial charges in e from the natural (NBO) method, atoms 1 to 4: number 1, C, carries -0.05; number 2, C, carries 0.13; number 3, N, carries -0.36; number 4, N, carries -0.48

2.
Formula: C2H4N2
Source: the OMol25 dataset
Level of theory: wB97M-V/def2-TZVPD

Atoms and positions in Å:
C (0.40577, 0.01527, -0.49170)
C (-0.75693, -0.58007, 0.21300)
N (1.64111, 2.04045, 0.48398)
N (1.06340, 1.10079, 0.02923)
H (0.82184, -0.36108, -1.40381)
H (-1.53067, -0.83609, -0.50881)
H (-1.16955, 0.11691, 0.93895)
H (-0.47496, -1.49620, 0.73917)

## Properties
<S²>: 2.03
Multiplicity: 3
Charge: 0

Atomic partial charges in e from the natural (NBO) method, atoms 1 to 4: number 1, C, carries 0.12; number 2, C, carries -0.69; number 3, N, carries -0.06; number 4, N, carries -0.25

Tell me which of them is the least stable. Sure, it is 1.